# 1
Molecular formula: C55H63AlN3O2S2Se
Method: DFT, ωB97M-V with the def2-TZVPD basis set

## Properties
total charge: -1
E_HOMO: -0.175 hartree
frontier orbital gap: 6.91 eV
ΔE to the lowest compared entry with this formula, charge and spin: 0.529 eV
strongest force on any atom: 1.12 eV Å⁻¹

Geometry as XYZ:
```
127
Properties=species:S:1:pos:R:3:forces:R:3:mulliken_charge:R:1
Al 0.936011 0.155132 0.847214 0.0 -0.1 0.5 0.26
C -1.645580 3.268322 -5.971547 0.0 0.1 0.0 -1.62
C -1.336712 4.071361 -4.700204 0.0 0.0 -0.1 1.86
C -0.316504 5.172862 -5.026143 -0.1 -0.1 0.0 -1.63
C -2.629786 4.750987 -4.233463 0.1 -0.1 0.0 -2.06
C -0.759690 3.152724 -3.625748 -0.1 0.0 0.0 -0.32
C -1.462352 2.810927 -2.477301 0.2 0.0 -0.1 -0.20
C -0.849224 2.084234 -1.471434 -0.2 -0.1 0.2 0.64
Se -1.913455 1.617056 0.070639 0.1 -0.1 -0.1 0.11
C -2.372064 -0.200023 -0.413389 0.0 0.3 0.1 -0.28
C -3.649007 -0.430643 -0.897257 0.1 0.0 0.0 -0.43
C -4.030637 -1.702266 -1.296727 -0.1 0.0 -0.1 0.25
C -3.064620 -2.697994 -1.220729 0.0 0.0 0.1 -0.55
C -1.777777 -2.523146 -0.718896 0.0 0.0 0.0 0.02
C -1.430292 -1.236088 -0.246430 -0.1 0.3 0.0 0.35
O -0.277669 -0.981817 0.340149 -0.1 -0.7 -0.1 -0.52
C -0.858324 -3.759900 -0.757791 0.0 0.0 0.1 2.48
C -1.504432 -4.886995 0.065916 0.0 0.1 -0.1 -1.88
C -0.698110 -4.194893 -2.224764 0.0 0.0 0.1 -1.76
C 0.548945 -3.552974 -0.193152 -0.1 0.0 0.0 -1.80
C -5.427582 -2.032347 -1.813407 -0.1 -0.1 0.0 1.88
C -6.091387 -3.040099 -0.861026 0.0 0.1 -0.1 -1.61
C -6.323044 -0.794071 -1.897095 0.1 0.0 0.0 -2.15
C -5.335022 -2.646686 -3.219109 0.0 0.0 0.1 -1.72
C 0.500036 1.686708 -1.544389 -0.4 0.0 -0.2 0.36
O 1.117060 1.224384 -0.476445 0.7 0.3 -0.3 -0.01
C 1.131900 1.809399 -2.802545 0.1 0.0 0.1 -0.14
C 0.501591 2.586241 -3.769928 0.0 0.0 0.0 -0.68
C 2.445653 1.116998 -3.202887 0.1 0.0 0.0 2.53
C 2.187355 0.312854 -4.490623 0.0 0.1 0.0 -1.89
C 2.987048 0.119305 -2.171648 -0.1 0.1 0.1 -2.19
C 3.538934 2.163032 -3.462146 -0.1 0.0 0.0 -1.90
H -2.009692 3.932601 -6.760530 0.0 0.0 0.0 0.45
H -0.756493 2.751384 -6.336116 0.0 0.0 0.0 0.31
H -2.412878 2.519090 -5.768876 0.0 0.0 0.0 0.34
H -0.742498 5.891641 -5.730801 0.0 0.0 0.0 0.44
H -0.037375 5.703304 -4.114229 0.0 0.0 0.0 0.38
H 0.588018 4.756696 -5.470615 0.0 0.0 0.0 0.34
H -2.918062 5.523645 -4.949594 0.0 0.0 0.0 0.46
H -3.451086 4.035976 -4.162958 0.0 0.0 0.1 0.32
H -2.491452 5.223226 -3.259846 0.0 0.0 0.0 0.40
H -2.489575 3.112550 -2.332585 0.0 0.0 0.0 0.45
H -4.322937 0.412949 -0.953344 0.0 0.0 -0.1 0.43
H -3.338289 -3.690377 -1.559074 0.0 0.0 0.0 0.17
H -2.514549 -5.121362 -0.271679 0.0 0.0 0.0 0.28
H -0.899164 -5.794463 -0.001514 0.0 0.0 0.0 0.48
H -1.558407 -4.584919 1.113930 0.0 0.0 0.0 0.37
H -1.655942 -4.436041 -2.688286 0.0 0.0 0.0 0.29
H -0.235711 -3.391624 -2.801830 0.0 0.0 0.0 0.29
H -0.054169 -5.075698 -2.287039 0.0 0.0 0.0 0.48
H 0.509220 -3.265942 0.854536 0.0 0.0 0.0 0.13
H 1.109729 -4.489318 -0.261977 0.0 0.0 -0.1 0.79
H 1.097174 -2.785775 -0.737833 0.0 0.0 0.0 -0.11
H -6.092967 -2.647267 0.157122 0.0 0.0 0.0 0.32
H -7.124600 -3.231849 -1.163448 0.0 0.0 0.0 0.46
H -5.553255 -3.989011 -0.860083 0.0 0.0 0.0 0.31
H -6.441538 -0.322780 -0.919982 0.0 0.0 0.0 0.35
H -5.917326 -0.058442 -2.593899 0.0 0.0 0.0 0.39
H -7.314424 -1.084905 -2.250734 0.0 0.0 0.0 0.47
H -4.842543 -3.619510 -3.196016 0.0 0.0 0.0 0.32
H -6.335183 -2.784718 -3.638316 0.0 0.0 0.0 0.47
H -4.765119 -1.993127 -3.881251 0.0 0.0 0.0 0.34
H 1.038633 2.759980 -4.696200 0.0 0.0 0.0 0.24
H 1.385635 -0.409567 -4.325627 0.0 0.0 0.0 0.31
H 1.900918 0.953167 -5.325615 0.0 0.0 0.0 0.39
H 3.089981 -0.232122 -4.776823 0.0 0.0 0.0 0.48
H 2.224545 -0.600353 -1.871205 0.0 0.0 0.0 -0.03
H 3.819940 -0.434149 -2.612937 0.0 0.0 0.0 0.70
H 3.342526 0.617862 -1.273642 0.0 0.0 0.0 0.47
H 3.267990 2.833649 -4.280214 0.0 0.0 0.0 0.33
H 3.701618 2.764296 -2.566321 0.0 0.0 0.0 0.36
H 4.477635 1.667722 -3.723204 0.0 0.0 0.0 0.48
S 0.338477 1.019752 2.924875 0.3 0.1 -0.1 -0.64
C -0.551834 -0.430260 3.430464 -0.2 -0.1 0.2 0.53
N 0.127377 -1.469786 3.917420 0.3 0.1 -0.1 -0.32
C -0.529782 -2.573602 4.262507 0.0 0.0 -0.1 -0.34
C -1.902628 -2.708158 4.153197 0.0 0.0 0.0 -0.63
C -2.621030 -1.616646 3.681849 0.0 0.0 0.0 -0.25
C -1.948118 -0.462512 3.332012 0.0 0.0 -0.2 -0.52
H 1.546799 -1.682715 1.842042 0.1 -0.4 0.3 -0.24
H 0.092341 -3.386986 4.626052 -0.1 0.0 0.0 0.39
H -2.398588 -3.629075 4.429352 0.0 0.0 0.0 0.43
H -3.698430 -1.677730 3.584415 0.0 0.0 0.0 0.39
H -2.466632 0.402407 2.941335 0.0 0.0 0.0 0.37
C 2.382760 -1.128135 1.385457 -0.9 0.6 -0.2 -0.23
C 3.464249 -1.720255 1.717367 0.6 -0.2 0.1 0.57
C 4.493797 -2.462599 2.133695 -0.4 0.3 -0.3 -0.42
C 5.058355 -2.234941 3.477995 0.1 0.1 0.3 0.23
C 4.328941 -1.503651 4.427545 -0.1 -0.1 -0.1 -0.46
C 4.820333 -1.288272 5.701307 0.1 0.0 0.1 -0.70
C 6.059943 -1.794428 6.074811 0.0 0.0 0.0 -0.41
C 6.794370 -2.516847 5.147606 0.1 0.0 0.1 -0.72
C 6.306003 -2.731711 3.866536 0.0 0.0 -0.1 -0.23
C 4.848709 -3.621083 1.286114 -0.1 -0.3 -0.1 0.16
C 5.161804 -4.870102 1.834505 0.0 0.1 0.0 -0.22
C 5.318018 -5.983361 1.023095 0.1 -0.1 0.0 -0.74
C 5.169611 -5.887015 -0.352345 0.0 0.0 0.0 -0.43
C 4.859755 -4.653913 -0.911528 0.1 -0.1 0.0 -0.62
C 4.709523 -3.539555 -0.105684 0.1 0.1 0.1 -0.49
H 3.348913 -1.128040 4.159669 0.0 0.0 0.0 0.48
H 4.223016 -0.732617 6.414197 0.0 0.0 0.0 0.40
H 6.448085 -1.625320 7.071685 0.0 0.0 0.0 0.36
H 7.759023 -2.923300 5.429893 0.0 0.0 -0.1 0.36
H 6.911294 -3.289823 3.162525 0.0 0.0 0.0 0.54
H 5.243252 -4.981739 2.908194 0.0 0.0 0.0 0.54
H 5.544012 -6.945952 1.467535 0.0 0.0 0.0 0.38
H 5.282640 -6.761507 -0.981033 0.0 0.0 0.0 0.38
H 4.731707 -4.568542 -1.984144 0.0 0.1 0.0 0.38
H 4.457543 -2.582448 -0.545096 0.0 0.0 0.0 0.67
N 0.360304 6.679441 1.856881 -0.2 0.0 0.2 -0.48
C 0.322925 5.314928 1.879554 0.0 0.0 0.0 0.37
S 1.136181 4.407310 0.765161 0.2 -0.1 -0.2 -0.37
N -0.411026 4.714524 2.854764 0.0 0.1 0.0 0.12
C -1.149075 5.315050 3.890703 -0.1 0.2 0.0 0.18
C -2.416463 4.814193 4.189581 0.0 0.0 -0.1 -0.49
C -3.176679 5.392138 5.191176 0.0 0.0 0.1 -0.50
C -2.684090 6.466496 5.919041 0.0 0.0 0.0 -0.46
C -1.416692 6.953509 5.638316 0.0 0.0 0.0 -0.55
C -0.648426 6.384334 4.634811 0.1 -0.1 -0.1 -0.21
H 0.770874 7.058879 1.022258 0.0 0.0 -0.1 0.26
H -0.403503 7.195430 2.266383 0.0 0.0 0.0 0.24
H -0.501759 3.711892 2.736996 0.1 -0.1 0.0 -0.18
H -2.799034 3.978772 3.615876 0.0 0.0 0.0 0.44
H -4.169409 5.014988 5.401014 0.0 -0.1 0.0 0.37
H -3.279976 6.919651 6.700284 0.0 0.0 0.0 0.37
H -1.017196 7.782636 6.208366 0.0 0.0 0.0 0.36
H 0.349822 6.747233 4.434345 0.0 0.0 0.0 0.52
```
Forces are in eV/Å.

=====

# 2
Molecular formula: C7H14N2
Method: DFT, ωB97M-V with the def2-TZVPD basis set

## Properties
total charge: +2
E_HOMO: -0.707 hartree
frontier orbital gap: 10.53 eV
ΔE to the lowest compared entry with this formula, charge and spin: 2.359 eV
strongest force on any atom: 4.18 eV Å⁻¹

Geometry as XYZ:
```
23
Properties=species:S:1:pos:R:3:forces:R:3:nbo_charge:R:1
C -2.363275 1.446904 -1.025851 -0.8 2.8 1.6 -0.46
C -0.006290 0.884544 2.024442 1.6 0.8 0.7 0.07
C -2.107608 -0.852881 -0.048792 -0.5 2.9 -0.5 0.66
C -2.167560 -2.094623 0.581251 0.3 -3.8 -1.7 -0.79
C 3.339807 0.228761 -0.801961 0.0 3.2 -1.1 -0.62
C 2.124310 -0.555453 -0.373501 -0.5 1.7 0.7 -0.47
C 0.912586 0.339387 -0.222975 0.2 0.3 -1.6 0.29
N -2.184284 0.228356 -0.433955 0.2 -3.7 1.4 -0.20
N 0.281211 0.561308 0.835321 0.1 -0.2 2.0 -0.31
H -1.589596 2.171041 -0.693444 -0.7 -0.3 0.1 0.25
H -2.212034 1.277861 -2.019342 0.1 -0.1 -3.1 0.26
H -0.481201 0.318626 2.875054 -0.4 0.2 -1.6 0.27
H 0.470346 1.840466 2.363344 -0.4 -0.8 -0.2 0.26
H -1.762274 -2.934062 -0.167898 -0.6 1.8 1.6 0.34
H -1.638859 -2.166149 1.528166 -0.1 0.1 0.0 0.31
H -3.237059 -2.363530 0.655506 0.3 0.2 0.4 0.34
H 4.085733 -0.430444 -0.566931 2.4 -1.5 0.3 0.25
H 3.523564 0.578706 -1.864476 -0.9 -0.7 1.1 0.26
H 3.535585 1.129780 -0.153519 -0.4 -0.9 -0.5 0.23
H 2.446004 -0.992319 0.557112 -0.6 -0.4 0.5 0.25
H 1.867043 -1.302254 -1.082001 -0.3 -0.8 -0.7 0.27
H -3.403062 1.803644 -0.815351 0.9 -0.1 -0.2 0.30
H 0.566921 0.882338 -1.150190 0.1 -0.8 0.8 0.24
```
Forces are in eV/Å.